# 1
C4H12N3 | ωB97M-V with the def2-TZVPD basis set

## Properties
Charge: +1
E_HOMO, eV: -13.68

Last column: Löwdin charge in e.
Cartesian coordinates (Å):
C 2.146 -0.346 0.112  -0.201
C 0.962 0.382 0.811  -0.084
C -0.381 -0.077 0.180  -0.378
C -1.377 1.130 0.052  -0.190
N -2.682 0.704 -0.354  0.035
N -0.194 -0.764 -1.004  0.236
N 1.888 -1.641 -0.422  0.144
H 2.939 -0.348 0.854  0.139
H 2.475 0.319 -0.685  0.130
H 0.942 1.452 0.641  0.116
H 0.970 0.228 1.888  0.126
H -1.593 1.608 1.004  0.140
H -2.808 0.281 -1.256  0.082
H -3.393 1.392 -0.173  0.097
H -0.856 -0.759 0.902  0.158
H -0.998 -1.402 -1.119  0.130
H -0.968 1.872 -0.637  0.132
H 1.845 -2.366 0.284  0.127
H 1.081 -1.664 -1.078  0.060

***

# 2
C4H12N3 | ωB97M-V with the def2-TZVPD basis set

## Properties
Charge: +1
E_HOMO, eV: -12.12

Last column: Löwdin charge in e.
Cartesian coordinates (Å):
C 2.165 -0.460 1.074  0.067
C -0.561 0.841 0.416  -0.212
C 1.106 0.215 0.420  -0.246
C -0.865 2.194 0.845  -0.006
N -1.344 0.110 -0.215  0.234
N 1.215 0.404 -0.901  0.018
N -0.895 -2.502 -0.886  0.043
H 2.994 -0.469 0.493  0.014
H 2.234 -0.571 2.158  0.062
H -0.115 2.834 0.318  0.119
H -0.581 2.228 1.973  0.156
H -1.857 2.537 0.477  0.110
H -2.325 0.378 -0.451  0.193
H -0.984 -0.769 -0.473  0.023
H 2.127 0.082 -1.351  0.154
H 0.783 1.194 -1.449  0.139
H -0.547 -2.617 -0.012  -0.010
H -0.639 -3.096 -1.702  0.086
H -1.911 -2.532 -0.732  0.057

***

# 3
C4H12N3 | ωB97M-V with the def2-TZVPD basis set

## Properties
Charge: +1
E_HOMO, eV: -13.12

Last column: Löwdin charge in e.
Cartesian coordinates (Å):
C 0.727 2.225 0.301  -0.124
C -0.501 1.854 1.105  -0.277
C -1.691 2.399 0.922  0.021
H 0.752 1.762 -0.695  0.071
H 0.807 3.295 0.129  0.086
H 1.624 1.861 0.808  0.070
H -0.368 1.134 1.912  0.089
H -2.537 2.241 1.576  0.066
H -1.835 3.114 0.118  0.074
N -0.872 -1.701 -1.171  0.137
C 0.325 -1.894 -0.470  -0.401
N 0.715 -0.992 0.338  0.315
N 1.122 -3.031 -0.660  0.131
H -0.694 -1.580 -2.167  0.123
H -1.471 -2.522 -1.111  0.117
H 1.606 -1.130 0.809  0.172
H 0.256 -0.078 0.393  0.089
H 1.448 -3.072 -1.625  0.123
H 0.588 -3.886 -0.511  0.119

***

# 4
C4H12N3O | ωB97M-V with the def2-TZVPD basis set

## Properties
⟨S²⟩: 0.7506
Charge: 0
E_HOMO (spin up / spin down), eV: -3.09 / -9.97
2S+1: 2

Last column: Löwdin charge in e.
Cartesian coordinates (Å):
N 1.512 -0.197 -1.262  0.026
C 1.020 -0.028 0.134  -0.294
C 0.292 1.334 0.133  -0.201
C -1.208 1.320 -0.250  -0.296
N -2.112 0.567 0.751  0.044
C 0.440 -1.440 0.434  -0.448
N 1.350 -2.466 0.215  0.149
O -0.767 -1.745 0.583  -0.026
H -2.704 1.336 1.195  0.019
H 0.733 -0.484 -1.844  0.077
H 1.881 0.664 -1.634  0.069
H 1.898 -0.016 0.808  0.140
H 0.319 1.849 1.122  0.099
H 0.809 2.129 -0.434  0.111
H -1.624 2.344 -0.338  0.063
H -1.216 0.843 -1.272  0.107
H -1.362 0.102 1.276  0.070
H -2.527 -0.230 0.208  0.086
H 2.287 -2.488 -0.148  0.101
H 0.979 -3.395 0.323  0.104

***

# 5
C4H12N3O | ωB97M-V with the def2-TZVPD basis set

## Properties
Charge: +1
E_HOMO, eV: -13.33

Last column: Löwdin charge in e.
Cartesian coordinates (Å):
C -1.647 1.415 -0.701  -0.029
C -2.559 -0.744 0.322  -0.018
C 2.328 0.309 -0.273  -0.230
C -1.382 0.055 -0.148  -0.379
N -0.166 -0.309 -0.083  -0.009
N 2.612 -0.955 -0.415  0.180
N 2.579 0.991 0.815  0.193
O 0.160 -1.548 0.438  -0.057
H -2.398 1.356 -1.486  0.092
H -2.041 2.058 0.086  0.095
H -0.745 1.869 -1.100  0.072
H -3.484 -0.213 0.120  0.089
H -2.494 -0.919 1.398  0.099
H -2.606 -1.712 -0.183  0.096
H 1.929 0.844 -1.125  0.152
H 2.305 -1.460 -1.232  0.141
H 2.908 -1.519 0.371  0.142
H 2.932 0.545 1.651  0.143
H -0.632 -2.050 0.692  0.089
H 2.404 1.984 0.853  0.138

***

# 6
C4H12N3S | ωB97M-V with the def2-TZVPD basis set

## Properties
⟨S²⟩: 0.7534
Charge: 0
E_HOMO (spin up / spin down), eV: -9.07 / -8.97
2S+1: 2

Last column: Löwdin charge in e.
Cartesian coordinates (Å):
C 0.238 -0.680 0.458  -0.249
N 1.225 0.282 0.685  -0.081
C 0.692 1.495 1.400  -0.281
N 0.749 1.602 2.873  0.001
C -0.679 -0.610 -0.844  -0.490
C 0.017 -0.418 -2.203  -0.465
S -1.066 0.653 -3.503  0.502
N -1.697 -1.691 -0.881  0.031
H 0.868 -1.604 0.258  0.126
H -0.534 -0.692 1.358  0.155
H 1.610 0.541 -0.213  0.081
H 1.257 2.390 1.074  0.114
H -0.402 1.479 1.298  0.100
H 1.494 1.158 3.268  0.010
H -0.061 1.004 3.241  0.092
H -1.356 0.322 -0.756  0.122
H 0.215 -1.430 -2.754  0.099
H 0.833 0.323 -2.144  0.033
H -1.163 -2.573 -0.949  0.081
H -2.239 -1.552 -1.667  0.017

***

# 7
C4H12N4 | ωB97M-V with the def2-TZVPD basis set

## Properties
Charge: 0
E_HOMO, eV: -8.51
SMILES: [H]/N=C(/C)NN.C=CN

Last column: Löwdin charge in e.
Cartesian coordinates (Å):
H 1.134 1.576 1.259  0.031
N 0.216 1.907 0.951  0.080
C -0.603 0.910 0.904  -0.486
C -2.043 1.172 0.547  -0.041
N -0.324 -0.401 1.524  -0.077
N 1.002 -0.742 1.846  0.001
H -2.081 1.673 -0.425  0.082
H -2.610 0.240 0.482  0.068
H -2.503 1.824 1.291  0.082
H -1.060 -1.102 1.601  0.122
H 1.434 -0.035 2.445  0.072
H 1.556 -0.724 0.975  0.065
C 1.058 -1.942 -1.917  -0.009
C 0.364 -0.957 -1.321  -0.328
N 0.787 0.375 -1.320  0.005
H 0.585 -2.884 -2.167  0.044
H 2.053 -1.770 -2.316  0.051
H -0.694 -1.110 -1.119  0.091
H 0.642 1.332 -0.986  0.063
H 1.087 0.658 -2.255  0.086

***

# 8
C4H12N4 | ωB97M-V with the def2-TZVPD basis set

## Properties
Charge: 0
E_HOMO, eV: -7.68
SMILES: CN/N=C\NCCN

Last column: Löwdin charge in e.
Cartesian coordinates (Å):
C 2.783 0.618 -0.199  -0.140
N 1.688 -0.305 -0.863  -0.266
N 1.522 -1.281 0.016  -0.124
C 0.575 -1.058 0.965  -0.136
N -0.425 -0.048 1.099  -0.018
C -1.095 0.771 0.230  -0.381
C -2.354 0.317 -0.271  -0.346
N -2.004 -0.976 -0.981  -0.058
H 3.864 0.289 0.035  0.058
H 2.716 1.812 -0.787  0.130
H 2.392 0.903 0.901  0.078
H 1.693 -0.684 -2.066  0.226
H 0.485 -1.654 1.861  0.105
H -1.109 -0.041 1.795  0.103
H -0.388 0.999 -0.797  0.179
H -1.409 1.853 0.703  0.161
H -3.088 -0.108 0.408  0.107
H -2.702 1.124 -0.783  0.068
H -2.353 -1.843 -0.276  0.131
H -0.792 -0.689 -0.986  0.123

***

# 9
C4H12N4 | ωB97M-V with the def2-TZVPD basis set

## Properties
Charge: 0
E_HOMO, eV: -8.11

Last column: Löwdin charge in e.
Cartesian coordinates (Å):
C -0.184 -0.382 -0.898  -0.188
C -1.480 -1.192 -1.046  -0.279
C 2.260 1.567 0.172  -0.060
N -0.065 0.281 0.409  -0.220
C 1.511 0.551 0.955  -0.491
N -0.940 1.432 0.481  0.068
N -1.663 -2.282 -0.097  0.000
N 1.617 -0.215 1.902  0.060
H -0.816 1.819 1.414  0.089
H -1.904 1.111 0.427  0.071
H 0.177 -0.422 1.392  0.150
H -0.920 -2.966 -0.181  0.070
H -1.652 -1.947 0.860  0.058
H 0.672 -1.057 -0.976  0.122
H -0.107 0.378 -1.682  0.119
H -1.501 -1.609 -2.056  0.110
H -2.349 -0.530 -0.983  0.098
H 3.195 1.796 0.681  0.078
H 1.665 2.475 0.058  0.069
H 2.483 1.193 -0.831  0.074

***

# 10
C4H12N4 | ωB97M-V with the def2-TZVPD basis set

## Properties
Charge: 0
E_HOMO, eV: -6.57

Last column: Löwdin charge in e.
Cartesian coordinates (Å):
C 0.016 1.138 0.296  -0.249
C 0.955 -0.861 -2.004  -0.233
C 0.509 -1.033 1.704  -0.077
C 0.230 -0.556 0.284  -0.544
N -0.337 1.800 1.403  0.162
N -0.142 1.766 -0.863  0.180
N -1.505 -0.670 0.115  0.026
N 1.006 -1.139 -0.597  -0.095
H -0.956 2.600 1.354  0.117
H -0.288 1.320 2.286  0.094
H -0.735 2.580 -0.950  0.120
H 0.108 1.308 -1.720  0.076
H -1.780 -1.456 0.694  0.021
H -1.676 -0.887 -0.861  0.014
H 1.247 -1.757 -2.560  0.062
H -0.039 -0.593 -2.418  0.052
H 1.637 -0.049 -2.313  0.058
H -0.227 -0.663 2.423  0.056
H 0.469 -2.120 1.710  0.080
H 1.509 -0.727 2.016  0.080

***

# 11
C4H12N4 | ωB97M-V with the def2-TZVPD basis set

## Properties
Charge: 0
E_HOMO, eV: -8.25
SMILES: C[C@H]1N[C@H](N)C1(N)N

Last column: Löwdin charge in e.
Cartesian coordinates (Å):
C 1.659 -1.378 -0.705  -0.084
C 0.870 -0.128 -0.491  -0.162
N -0.618 -0.276 -1.492  0.050
C -1.246 0.474 -0.440  -0.426
N -1.209 1.903 -0.684  0.033
C -0.100 0.023 0.645  -0.561
N -0.448 -1.216 1.306  0.079
N 0.214 1.084 1.575  0.075
H 2.192 -1.660 0.211  0.083
H 0.974 -2.199 -0.949  0.075
H 2.373 -1.266 -1.524  0.076
H 1.406 0.788 -0.749  0.125
H -0.880 0.081 -2.409  0.077
H -2.251 0.160 -0.114  0.124
H -1.134 2.427 0.187  0.058
H -0.392 2.165 -1.227  0.064
H -0.714 -1.913 0.608  0.076
H -1.272 -1.100 1.890  0.074
H -0.505 1.146 2.292  0.081
H 1.080 0.885 2.069  0.083

***

# 12
C4H12N4 | ωB97M-V with the def2-TZVPD basis set

## Properties
Charge: +2
E_HOMO (spin up / spin down), eV: -19.18 / -19.65

Last column: Löwdin charge in e.
Cartesian coordinates (Å):
C -0.983 0.025 0.020  -0.037
C 3.542 0.117 -0.191  -0.064
C -3.175 -0.963 0.373  0.027
C 2.102 -0.079 -0.080  -0.242
N -0.228 1.101 0.128  0.177
N -2.363 0.111 0.123  -0.101
N -2.897 1.243 -0.452  0.302
N 1.267 1.028 0.298  0.189
H -0.608 -0.963 0.071  0.142
H 3.733 0.748 -1.082  0.117
H 4.001 0.502 0.762  0.124
H 4.099 -0.821 -0.306  0.115
H -2.639 -1.767 0.865  0.134
H -4.133 -0.696 0.967  0.185
H -3.490 -1.236 -0.566  0.108
H 1.694 -0.904 0.738  0.217
H 1.745 -0.477 -1.045  0.158
H -2.282 2.014 -0.421  0.127
H -3.837 1.516 -0.289  0.162
H 1.529 1.977 0.220  0.159

***

| no. | calculated total energy (eV) |
| --- | --- |
| 1 | -8801.821 |
| 2 | -8803.478 |
| 3 | -8805.345 |
| 4 | -10856.578 |
| 5 | -10853.158 |
| 6 | -19644.900 |
| 7 | -10300.179 |
| 8 | -10294.895 |
| 9 | -10299.482 |
| 10 | -10300.190 |
| 11 | -10301.345 |
| 12 | -10279.905 |